C47H53MoN5O2S2SeSi as an isolated structure at a distorted geometry. Source: the Open Molecules 2025 dataset; level of theory: ωB97M-V with the def2-TZVPD basis set.

Summary:
maximum force	0.0336	Eh/bohr
lowest unoccupied orbital energy (alpha / beta)	3.967 / 3.985	eV
total energy	-157899.7607	eV
gap between HOMO and LUMO (alpha / beta)	4.81 / 6.08	eV
spin multiplicity	3
total charge	-2
expectation value of S²	2.442

CARTESIAN COORDINATES (ANGSTROEM)
Mo -0.379 -0.015 -0.256
C 4.228 2.874 -1.137
C 3.101 3.031 -0.114
C 3.604 3.856 1.075
C 1.854 3.660 -0.727
C 2.017 4.873 -1.392
C 0.943 5.528 -1.967
C -0.319 4.968 -1.862
C -0.533 3.758 -1.212
C -1.954 3.249 -1.075
C -2.660 3.982 0.069
C -2.763 3.348 -2.369
C 0.566 3.095 -0.647
N 0.407 1.865 0.093
C 0.768 2.010 1.396
C 0.962 0.865 2.125
N 0.777 -0.305 1.492
C 1.288 -1.450 2.216
C 0.478 -2.181 3.095
C 1.041 -3.229 3.820
C 2.381 -3.542 3.714
C 3.187 -2.783 2.882
C 2.667 -1.735 2.131
C 3.638 -0.905 1.308
C 4.333 0.143 2.182
C 4.705 -1.756 0.619
C -0.950 -1.803 3.394
C -1.018 -0.986 4.691
C -1.930 -2.995 3.509
H 5.016 2.230 -0.737
H 4.676 3.840 -1.387
H 3.855 2.433 -2.057
H 2.850 2.038 0.251
H 3.876 4.865 0.752
H 4.489 3.390 1.515
H 2.847 3.944 1.854
H 3.008 5.307 -1.462
H 1.088 6.468 -2.485
H -1.169 5.479 -2.298
H -1.912 2.197 -0.809
H -2.716 5.056 -0.138
H -2.132 3.834 1.012
H -3.676 3.598 0.192
H -3.030 4.383 -2.608
H -3.689 2.780 -2.256
H -2.206 2.917 -3.202
H 0.897 3.000 1.810
H 1.254 0.889 3.169
H 0.397 -3.811 4.467
H 2.799 -4.370 4.276
H 4.243 -3.011 2.810
H 3.069 -0.385 0.538
H 4.905 -0.347 2.976
H 3.618 0.822 2.650
H 5.026 0.741 1.582
H 5.432 -2.139 1.341
H 5.247 -1.156 -0.113
H 4.264 -2.602 0.093
H -1.298 -1.154 2.601
H -0.647 -1.568 5.540
H -2.052 -0.691 4.899
H -0.422 -0.074 4.611
H -2.059 -3.241 4.570
H -1.448 -4.013 1.914
H -2.899 -2.635 3.143
S -2.005 0.828 1.454
C -3.588 0.293 0.986
C -4.640 0.380 1.897
C -5.940 0.040 1.547
C -6.996 0.163 2.517
N -7.833 0.275 3.300
C -6.197 -0.409 0.243
C -5.154 -0.509 -0.663
C -3.838 -0.174 -0.320
S -2.597 -0.271 -1.520
C -7.533 -0.762 -0.167
N -8.599 -1.036 -0.504
H -4.436 0.725 2.904
H -5.357 -0.858 -1.667
O -1.563 -4.193 2.870
C -0.914 -2.961 0.145
O -1.325 -1.778 0.479
C 0.252 -2.910 -0.692
C 0.804 -4.114 -1.146
C 1.936 -4.129 -1.899
C 2.613 -2.887 -2.156
C 3.846 -2.868 -2.814
C 4.572 -1.701 -2.963
C 4.044 -0.524 -2.443
C 2.805 -0.502 -1.824
C 2.040 -1.675 -1.666
N 0.825 -1.678 -1.012
H 0.283 -5.019 -0.863
H 2.375 -5.051 -2.262
H 4.243 -3.810 -3.178
H 5.535 -1.704 -3.459
H 4.612 0.393 -2.527
H 2.414 0.429 -1.434
C 2.567 2.103 -4.572
Si 1.027 1.029 -4.714
C -0.078 1.934 -5.938
C 1.500 -0.602 -5.507
Se -0.290 0.835 -2.925
H 2.822 2.511 -5.557
H 3.423 1.533 -4.213
H 2.387 2.939 -3.890
H 0.393 1.982 -6.926
H -0.267 2.953 -5.587
H -1.042 1.427 -6.027
H 1.975 -0.438 -6.482
H 0.604 -1.212 -5.651
H 2.188 -1.162 -4.873



C29H55ClIN2O7P as an isolated structure at a distorted geometry. Source: the Open Molecules 2025 dataset; level of theory: ωB97M-V with the def2-TZVPD basis set.

Summary:
maximum force	0.0854	Eh/bohr
lowest unoccupied orbital energy	-0.207	eV
total energy	-78186.7353	eV
gap between HOMO and LUMO	8.02	eV
total charge	0

CARTESIAN COORDINATES (ANGSTROEM)
C 3.156 -4.578 2.671
C 2.391 -3.960 1.414
C 0.978 -3.479 1.965
O 0.931 -3.107 3.112
O -0.126 -3.498 1.104
C -0.493 -2.100 0.929
C -1.691 -1.889 -0.064
C -1.867 -0.351 -0.355
C -0.610 0.519 -0.753
O -0.136 0.591 -1.854
N -0.206 1.217 0.454
C -1.314 1.390 1.453
C -0.880 1.019 2.917
C 0.252 2.048 3.356
C 1.241 1.449 4.448
C 2.648 2.153 4.183
N 3.286 1.564 2.983
C 3.691 0.245 2.782
C 4.265 0.206 1.431
C 4.221 1.586 0.829
C 3.560 2.358 1.883
C -2.492 0.597 0.740
I -3.363 2.205 -0.533
P -4.026 0.050 1.692
O -4.758 1.498 2.221
Cl -3.515 -0.990 3.439
H 2.420 -5.178 3.269
H 4.018 -5.199 2.308
H 3.507 -3.715 3.305
H 2.970 -3.074 1.041
H 2.214 -4.739 0.622
H 0.422 -1.581 0.518
H -0.815 -1.698 1.926
H -2.630 -2.275 0.431
H -1.595 -2.462 -1.024
H -2.576 -0.327 -1.233
H 0.658 0.813 0.834
H -1.468 2.508 1.496
H -1.739 1.186 3.627
H -0.441 -0.005 3.036
H 0.850 2.367 2.462
H -0.247 2.931 3.848
H 0.951 1.750 5.494
H 1.408 0.347 4.343
H 3.322 2.050 5.077
H 2.529 3.252 3.984
H 3.605 -0.613 3.481
H 4.691 -0.676 0.895
H 4.594 1.915 -0.162
H 3.317 3.444 1.784
H -5.488 1.601 1.577
C -4.310 4.661 -5.002
C -4.902 4.016 -3.761
O -5.372 4.951 -2.802
C -6.397 5.833 -3.232
C -7.662 5.122 -3.683
H -3.487 5.327 -4.730
H -3.933 3.896 -5.685
H -5.047 5.256 -5.544
H -4.128 3.430 -3.263
H -5.699 3.313 -4.026
H -6.019 6.498 -4.015
H -6.634 6.468 -2.376
H -7.483 4.475 -4.543
H -8.426 5.849 -3.963
H -8.054 4.495 -2.879
C 1.092 5.546 -5.524
C 1.263 5.865 -4.048
O 0.036 5.997 -3.349
C -0.809 4.855 -3.342
C -0.173 3.628 -2.714
H 0.492 6.318 -6.013
H 2.066 5.493 -6.016
H 0.588 4.591 -5.679
H 1.777 6.824 -3.951
H 1.900 5.122 -3.557
H -1.160 4.639 -4.358
H -1.694 5.132 -2.762
H 0.715 3.302 -3.258
H -0.880 2.799 -2.702
H 0.133 3.841 -1.686
C 1.797 -8.936 0.826
C 3.181 -8.401 0.501
O 3.894 -7.938 1.638
C 4.145 -8.894 2.657
C 4.963 -10.084 2.186
H 1.199 -8.169 1.325
H 1.284 -9.242 -0.088
H 1.839 -9.801 1.490
H 3.080 -7.544 -0.169
H 3.773 -9.147 -0.039
H 3.203 -9.219 3.110
H 4.699 -8.370 3.438
H 4.452 -10.650 1.406
H 5.158 -10.763 3.019
H 5.920 -9.751 1.776



C12H25MnO4 as an isolated structure at a distorted geometry. Source: the Open Molecules 2025 dataset; level of theory: ωB97M-V with the def2-TZVPD basis set.

Summary:
maximum force	0.0387	Eh/bohr
lowest unoccupied orbital energy (alpha / beta)	-11.272 / -10.965	eV
total energy	-52327.4379	eV
energy relative to the best compared isomer or geometry (same formula, charge and spin)	52.1	kcal/mol
gap between HOMO and LUMO (alpha / beta)	9.51 / 9.52	eV
spin multiplicity	4
total charge	+3
expectation value of S²	3.760

CARTESIAN COORDINATES (ANGSTROEM)
Mn 0.216 -0.073 -0.010
C -1.763 1.814 -1.221
C -0.900 1.216 -2.343
O -0.356 -0.065 -1.956
C -1.055 -1.264 -2.350
C -1.968 -1.796 -1.226
O -1.222 -1.662 -0.006
C -1.939 -1.793 1.232
C -0.999 -1.263 2.333
O -0.318 -0.062 1.920
C -0.855 1.213 2.329
C -1.737 1.817 1.225
O -1.028 1.617 -0.005
H -2.741 1.320 -1.150
H -1.928 2.885 -1.400
H -0.027 1.857 -2.514
H -1.468 1.144 -3.276
H -0.272 -2.000 -2.565
H -1.631 -1.101 -3.265
H -2.203 -2.852 -1.408
H -2.910 -1.239 -1.161
H -2.176 -2.848 1.418
H -2.879 -1.231 1.186
H -0.206 -1.994 2.529
H -1.555 -1.098 3.261
H 0.018 1.854 2.495
H -1.412 1.126 3.268
H -1.895 2.888 1.407
H -2.717 1.325 1.171
C 4.341 -0.852 -0.543
C 2.638 -1.379 -0.770
C 2.236 -2.586 -0.001
C 3.005 -0.132 -0.127
H 4.297 -1.813 -1.108
H 4.907 -1.105 0.356
H 4.910 -0.216 -1.228
H 2.392 -1.359 -1.832
H 2.611 -2.567 1.020
H 2.568 -3.507 -0.480
H 1.139 -2.650 0.033
H 2.866 0.811 -0.657
H 2.922 -0.063 0.962



The molecule C3H4N2O. Source: the Open Molecules 2025 dataset; level of theory: ωB97M-V with the def2-TZVPD basis set.

Summary:
maximum force	0.0068	Eh/bohr
lowest unoccupied orbital energy	-0.104	eV
total energy	-8199.3186	eV
energy relative to the best compared isomer or geometry (same formula, charge and spin)	105.3	kcal/mol
gap between HOMO and LUMO	9.01	eV
total charge	0

CARTESIAN COORDINATES (ANGSTROEM)
O 1.144 -1.329 -1.034
C 0.614 -0.332 -0.262
C 0.279 -0.371 1.153
C -0.671 0.707 1.159
N -0.992 1.206 -0.035
N -0.290 0.541 -0.921
H 1.292 -2.078 -0.440
H 1.418 0.362 0.210
H -1.177 1.116 2.026
H -0.282 0.838 -1.886



A 2-piece molecular cluster, C4H4O overall at a distorted geometry. Source: the Open Molecules 2025 dataset; level of theory: ωB97M-V with the def2-TZVPD basis set.

Summary:
maximum force	0.0507	Eh/bohr
lowest unoccupied orbital energy	1.131	eV
total energy	-6257.7736	eV
energy relative to the best compared isomer or geometry (same formula, charge and spin)	37.0	kcal/mol
gap between HOMO and LUMO	11.01	eV
total charge	0

CARTESIAN COORDINATES (ANGSTROEM)
C 1.154 -0.543 0.844
C -1.074 -0.774 -0.480
C 0.054 -0.711 0.174
C -0.748 2.587 -0.368
O 0.282 2.490 -0.842
H 1.233 -0.947 1.854
H 2.177 -0.395 0.352
H -1.286 -1.664 -1.032
H -1.792 -0.043 -0.501



A 14-piece molecular cluster, C21H70N4O14 overall at a distorted geometry. Source: the Open Molecules 2025 dataset; level of theory: ωB97M-V with the def2-TZVPD basis set.

Summary:
maximum force	0.1811	Eh/bohr
lowest unoccupied orbital energy	-0.393	eV
total energy	-57530.9421	eV
energy relative to the best compared isomer or geometry (same formula, charge and spin)	17.1	kcal/mol
gap between HOMO and LUMO	8.43	eV
total charge	0

CARTESIAN COORDINATES (ANGSTROEM)
C -15.246 19.808 -6.425
C -13.771 19.968 -6.693
O -13.063 18.890 -6.105
H -15.653 19.146 -7.184
H -15.844 20.713 -6.615
H -15.516 19.484 -5.492
H -13.424 20.886 -6.217
H -13.554 19.986 -7.745
H -12.122 19.014 -6.424
C -22.549 21.417 -4.685
C -23.928 21.789 -5.186
O -24.883 21.238 -4.356
H -22.489 20.344 -4.781
H -22.375 21.589 -3.612
H -21.735 21.744 -5.275
H -24.111 21.504 -6.271
H -24.041 22.868 -5.236
H -24.927 20.333 -4.469
C -24.488 15.253 -3.854
C -23.003 15.495 -3.666
O -22.638 16.840 -3.658
H -24.902 15.657 -4.781
H -24.999 15.540 -2.981
H -24.683 14.165 -3.743
H -22.364 14.939 -4.337
H -22.717 15.080 -2.720
H -21.840 16.826 -4.169
C -19.968 25.679 -7.534
C -20.863 24.744 -6.706
O -20.269 23.441 -6.679
H -20.116 25.389 -8.513
H -18.937 25.517 -7.375
H -20.254 26.705 -7.282
H -21.807 24.616 -7.218
H -21.082 25.164 -5.753
H -20.900 22.696 -6.819
C -21.641 24.253 -2.774
C -20.853 23.119 -2.091
O -21.736 22.555 -1.142
H -22.495 23.825 -3.220
H -21.017 24.780 -3.511
H -21.957 24.998 -2.076
H -19.915 23.398 -1.632
H -20.559 22.379 -2.749
H -21.150 22.091 -0.471
C -19.832 16.318 -1.335
C -18.687 17.212 -1.881
O -18.105 16.498 -2.930
H -20.345 16.898 -0.568
H -19.453 15.418 -0.877
H -20.593 16.094 -2.053
H -17.989 17.338 -1.090
H -19.075 18.165 -2.272
H -18.814 16.275 -3.540
C -17.551 24.096 -4.472
C -17.960 22.709 -4.185
O -17.001 21.874 -4.877
H -18.234 24.848 -4.058
H -17.639 24.171 -5.593
H -16.529 24.343 -4.103
H -18.956 22.525 -4.537
H -17.884 22.532 -3.184
H -16.793 21.138 -4.350
C -19.216 19.469 -8.507
O -18.304 18.982 -7.575
N -19.353 20.726 -8.673
N -20.036 18.890 -9.274
H -18.657 21.323 -8.187
H -19.799 21.151 -9.482
H -19.792 17.892 -9.502
H -20.524 19.330 -10.011
C -16.820 20.267 -1.928
O -18.135 20.563 -1.551
N -16.476 19.501 -2.917
N -15.756 20.792 -1.361
H -17.144 19.224 -3.629
H -15.460 19.291 -3.141
H -15.843 21.710 -0.981
H -14.745 20.538 -1.669
C -20.394 16.229 -6.040
O -20.132 16.003 -4.599
H -20.267 17.276 -6.339
H -21.420 15.908 -6.275
H -19.701 15.608 -6.566
H -20.250 15.046 -4.450
C -22.454 21.833 -8.668
O -21.830 21.078 -7.625
H -22.421 21.342 -9.693
H -22.191 22.842 -8.822
H -23.550 21.932 -8.387
H -20.994 20.717 -8.030
C -16.947 16.063 -6.205
O -16.373 16.942 -5.181
H -17.493 16.573 -6.981
H -17.648 15.440 -5.715
H -16.021 15.532 -6.573
H -17.129 17.094 -4.650
C -22.103 19.161 -1.749
O -22.013 19.201 -0.355
H -21.834 20.051 -2.261
H -23.139 19.021 -2.018
H -21.455 18.340 -2.161
H -22.799 19.653 -0.117
C -19.729 19.607 -4.600
O -18.466 19.060 -4.824
H -20.457 18.764 -4.523
H -19.980 20.234 -5.491
H -19.803 20.164 -3.632
H -18.299 18.958 -5.787



A 4-piece molecular cluster, C23H53NO7P overall at a distorted geometry. Source: the Open Molecules 2025 dataset; level of theory: ωB97M-V with the def2-TZVPD basis set.

Summary:
maximum force	0.0966	Eh/bohr
lowest unoccupied orbital energy (alpha / beta)	0.478 / -0.215	eV
total energy	-49814.8725	eV
gap between HOMO and LUMO (alpha / beta)	9.40 / 9.51	eV
spin multiplicity	2
total charge	0
expectation value of S²	0.755

CARTESIAN COORDINATES (ANGSTROEM)
C 6.308 -1.148 0.200
C 5.668 0.185 0.919
C 4.171 -0.027 1.553
C 3.129 0.989 0.794
C 2.523 2.033 1.929
C 1.927 0.190 -0.048
P 2.763 -1.011 -1.334
O 3.315 -2.339 -0.671
O 1.504 -1.533 -2.473
O 4.124 -0.248 -2.141
C 1.061 -0.642 1.054
C -0.556 -0.396 1.029
C -1.240 -1.893 1.338
C -0.990 0.533 2.330
N -1.134 0.048 -0.286
O -1.187 -0.997 -1.132
C -0.494 1.269 -0.876
C -0.983 1.302 -2.478
C -1.073 2.711 -0.259
C 1.131 1.318 -0.906
H 5.697 -2.140 0.382
H 6.461 -0.906 -0.957
H 7.400 -1.363 0.630
H 5.734 1.057 0.112
H 6.437 0.503 1.772
H 4.230 0.339 2.687
H 3.810 -1.146 1.604
H 3.651 1.686 -0.022
H 1.420 2.402 1.659
H 3.158 3.029 2.031
H 2.423 1.533 2.997
H 1.089 -2.322 -1.974
H 4.722 -1.006 -2.443
H 1.226 -1.799 0.812
H 1.413 -0.513 2.175
H -1.231 -2.146 2.504
H -0.730 -2.759 0.739
H -2.389 -1.859 1.037
H -0.870 -0.057 3.337
H -0.498 1.598 2.337
H -2.162 0.721 2.207
H -0.297 0.608 -3.149
H -2.120 0.971 -2.594
H -0.917 2.394 -2.937
H -0.277 3.245 0.444
H -2.027 2.544 0.423
H -1.363 3.481 -1.093
H 1.448 2.431 -0.613
H 1.489 1.203 -2.039
C -3.130 -2.516 6.578
C -1.982 -1.641 6.103
C -1.428 -0.790 7.235
O -2.438 -0.791 5.053
H -3.960 -1.905 6.952
H -3.527 -3.113 5.750
H -2.808 -3.192 7.375
H -1.185 -2.270 5.692
H -2.197 -0.118 7.632
H -0.610 -0.156 6.875
H -1.054 -1.415 8.052
H -3.145 -0.228 5.409
C 2.325 3.691 -6.533
C 1.386 2.836 -5.696
C 0.353 2.135 -6.564
O 0.720 3.660 -4.743
H 1.772 4.473 -7.065
H 3.055 4.199 -5.894
H 2.864 3.083 -7.266
H 1.965 2.092 -5.138
H -0.269 2.862 -7.097
H -0.323 1.533 -5.947
H 0.833 1.480 -7.298
H 0.204 4.324 -5.229
C -4.275 -1.865 -1.564
C -5.214 -2.720 -0.727
C -6.247 -3.421 -1.595
O -5.880 -1.896 0.226
H -4.828 -1.083 -2.097
H -3.545 -1.357 -0.925
H -3.736 -2.473 -2.297
H -4.635 -3.465 -0.170
H -6.869 -2.694 -2.129
H -6.923 -4.023 -0.978
H -5.767 -4.076 -2.329
H -6.396 -1.232 -0.260